Run A
{
  "formula": "C2H5NO2",
  "method": "the ωB97M-V functional and the def2-TZVPD basis",
  "symbols": ["C", "O", "N", "C", "O", "H", "H", "H", "H", "H"],
  "xyz": [[1.358, 0.488, 0.451], [0.716, -0.047, -0.692], [-0.388, -0.790, -0.361], [-1.565, -0.105, -0.249], [-1.728, 1.070, -0.085], [2.282, 0.913, 0.047], [1.572, -0.257, 1.209], [0.653, 1.226, 0.882], [-0.470, -1.670, -0.910], [-2.430, -0.829, -0.292]],
  "lowdin_charge": [-0.079, -0.165, -0.014, -0.361, 0.055, 0.096, 0.081, 0.090, 0.160, 0.138],
  "smiles": "CONC=O",
  "e_homo_ev": -9.9123
}

Run B
{
  "formula": "C2H5NO2",
  "method": "the ωB97M-V functional and the def2-TZVPD basis",
  "symbols": ["N", "C", "C", "O", "O", "H", "H", "H", "H", "H"],
  "xyz": [[1.585, 0.320, -0.146], [0.417, -0.483, -0.130], [-0.884, 0.359, -0.104], [-0.875, 1.558, -0.129], [-1.950, -0.489, -0.035], [1.408, 1.185, 0.520], [2.383, -0.221, 0.192], [0.477, -1.267, -1.020], [0.194, -1.058, 0.877], [-2.756, 0.095, -0.025]],
  "lowdin_charge": [-0.035, -0.256, -0.532, 0.107, 0.069, 0.131, 0.070, 0.159, 0.143, 0.145],
  "smiles": "NCC(=O)O",
  "e_homo_ev": -9.5053
}

Run C
{
  "formula": "C2H5NO2",
  "method": "the ωB97M-V functional and the def2-TZVPD basis",
  "symbols": ["N", "C", "O", "H", "H", "H", "C", "O", "H", "H"],
  "xyz": [[0.650, 1.621, 0.822], [1.199, 0.358, 0.732], [0.622, -0.713, 0.892], [-0.350, 1.854, 0.604], [1.295, 2.414, 0.866], [2.309, 0.424, 0.606], [-1.426, -1.515, -1.121], [-1.335, -0.411, -1.647], [-0.533, -2.088, -0.849], [-2.430, -1.944, -0.904]],
  "lowdin_charge": [0.093, -0.394, -0.019, 0.127, 0.092, 0.127, -0.129, -0.047, 0.067, 0.083],
  "smiles": "NC=O.C=O",
  "e_homo_ev": -9.8769
}

Run D
{
  "formula": "C2H5NO2",
  "method": "the ωB97M-V functional and the def2-TZVPD basis",
  "symbols": ["C", "N", "O", "C", "O", "H", "H", "H", "H", "H"],
  "xyz": [[-0.673, -0.513, 0.997], [-0.050, -0.050, -0.281], [0.225, -1.142, -1.065], [0.618, 1.099, -0.467], [1.373, 1.280, -1.400], [0.008, -1.241, 1.435], [-1.664, -0.919, 0.831], [-0.739, 0.351, 1.614], [0.633, -0.741, -1.892], [0.269, 1.877, 0.227]],
  "lowdin_charge": [0.004, -0.209, 0.005, -0.343, 0.018, 0.093, 0.087, 0.070, 0.135, 0.139],
  "smiles": "CN(O)C=O",
  "e_homo_ev": -9.2192
}

The computed energies, referenced to the most stable structure and given in kJ/mol, are run A 171.8; run B 0.0; run C 55.3; run D 139.3.

Run A
{
  "formula": "C2H5NO2",
  "method": "the ωB97M-V functional and the def2-TZVPD basis",
  "symbols": ["C", "N", "C", "O", "O", "H", "H", "H", "H", "H"],
  "xyz": [[-0.581, -1.100, -0.583], [-0.611, 0.343, -0.623], [-0.011, 0.930, 0.292], [0.077, 2.543, 0.373], [0.368, 2.887, 1.767], [0.081, -1.444, -1.433], [-1.682, -1.399, -0.910], [-0.197, -1.354, 0.470], [0.463, 0.417, 1.073], [0.488, 3.817, 1.633]],
  "lowdin_charge": [-0.139, -0.032, -0.096, -0.136, -0.062, 0.089, 0.116, 0.090, 0.098, 0.072],
  "smiles": "C/N=C/OO",
  "e_homo_ev": -9.8039
}

Run B
{
  "formula": "C2H5NO2",
  "method": "the ωB97M-V functional and the def2-TZVPD basis",
  "symbols": ["C", "C", "N", "O", "O", "H", "H", "H", "H", "H"],
  "xyz": [[0.761, 0.719, -0.065], [-0.912, -1.213, 0.812], [-0.909, 0.103, 0.475], [1.517, 1.159, -1.534], [0.017, -1.962, 1.164], [1.319, -0.056, 0.360], [0.698, 1.718, 0.265], [-1.948, -1.706, 0.864], [-1.597, 0.545, -0.149], [1.053, 0.692, -2.192]],
  "lowdin_charge": [0.127, -0.418, 0.063, -0.110, -0.022, 0.053, 0.065, 0.137, 0.102, 0.004],
  "e_homo_ev": -10.1299
}

Run C
{
  "formula": "C2H5NO2",
  "method": "the ωB97M-V functional and the def2-TZVPD basis",
  "symbols": ["H", "N", "C", "O", "H", "H", "C", "O", "H", "H"],
  "xyz": [[-0.575, 1.963, 0.411], [-0.780, 1.245, -0.271], [0.152, 0.928, -1.048], [-0.030, -0.020, -1.966], [1.177, 1.320, -1.091], [-0.954, -0.312, -1.900], [0.250, -1.283, 1.469], [-0.362, -0.259, 1.448], [-0.195, -2.252, 1.195], [1.315, -1.332, 1.751]],
  "lowdin_charge": [0.058, 0.081, -0.399, 0.022, 0.132, 0.114, -0.136, -0.035, 0.081, 0.081],
  "smiles": "[H]/N=C/O.C=O",
  "e_homo_ev": -9.8500
}

The computed energies, referenced to the most stable structure and given in kJ/mol, are run A 299.1; run B 172.4; run C 0.0.

Run A
{
  "formula": "C2H5NO2",
  "method": "the ωB97M-V functional and the def2-TZVPD basis",
  "symbols": ["C", "C", "N", "O", "O", "H", "H", "H", "H", "H"],
  "xyz": [[-0.531, 1.613, 0.051], [0.456, 0.520, 0.165], [-0.068, -0.606, 0.075], [0.794, -1.631, -0.020], [0.193, -2.827, -0.517], [-0.172, 2.262, -0.698], [-1.577, 1.217, -0.246], [-0.766, 2.248, 0.864], [1.618, 0.506, 0.077], [0.054, -3.302, 0.250]],
  "lowdin_charge": [-0.089, -0.206, -0.010, -0.149, 0.029, 0.051, 0.119, 0.051, 0.160, 0.044],
  "smiles": "C/C=N/OO",
  "e_homo_ev": -9.8117
}

Run B
{
  "formula": "C2H5NO2",
  "method": "the ωB97M-V functional and the def2-TZVPD basis",
  "symbols": ["C", "N", "H", "O", "C", "O", "H", "H", "H", "H"],
  "xyz": [[-1.976, 1.403, -0.660], [-2.152, 1.337, 0.476], [-2.065, 1.846, -1.622], [0.407, 0.420, 0.013], [1.299, -0.570, 0.402], [0.804, -1.868, 0.247], [-0.079, 0.275, -0.904], [1.528, -0.342, 1.452], [2.228, -0.537, -0.187], [0.007, -1.963, 0.783]],
  "lowdin_charge": [-0.097, 0.096, 0.064, -0.119, -0.369, -0.034, 0.117, 0.127, 0.122, 0.093],
  "smiles": "C#N.OCO",
  "e_homo_ev": -10.5122
}

The computed energies, referenced to the most stable structure and given in kJ/mol, are run A 310.8; run B 0.0.

Run A
{
  "formula": "C5H14N2O",
  "method": "the ωB97M-V functional and the def2-TZVPD basis",
  "symbols": ["C", "C", "N", "N", "O", "H", "H", "H", "H", "H", "H", "H", "H", "C", "C", "C", "H", "H", "H", "H", "H", "H"],
  "xyz": [[1.660, 0.334, -1.007], [0.893, 0.238, 1.656], [0.629, 1.048, -1.405], [1.687, -0.995, -1.231], [2.821, 0.874, -0.608], [2.819, 1.041, 0.348], [0.764, 2.045, -1.301], [-0.399, 0.675, -0.881], [2.247, -1.547, -0.602], [0.834, -1.416, -1.563], [1.283, 1.265, 1.613], [1.744, -0.448, 1.689], [0.367, 0.152, 2.608], [-1.824, -1.403, -0.349], [-1.483, 0.015, 0.032], [-2.439, 0.872, 0.391], [-0.210, 0.121, 0.810], [-1.610, -1.594, -1.407], [-1.216, -2.109, 0.225], [-2.876, -1.653, -0.179], [-3.483, 0.585, 0.504], [-2.208, 1.898, 0.658]],
  "lowdin_charge": [-0.569, -0.124, 0.144, 0.207, 0.080, 0.098, 0.113, 0.090, 0.120, 0.107, 0.000, -0.005, 0.004, -0.146, -0.394, -0.046, 0.053, 0.059, 0.063, 0.063, 0.044, 0.040],
  "e_homo_ev": -7.1421
}

Run B
{
  "formula": "C5H14N2O",
  "method": "the ωB97M-V functional and the def2-TZVPD basis",
  "symbols": ["N", "C", "C", "C", "C", "C", "N", "H", "H", "H", "H", "H", "H", "H", "H", "H", "H", "H", "H", "O", "H", "H"],
  "xyz": [[1.419, -1.462, -1.139], [1.359, -0.361, -0.233], [-0.004, 0.604, -0.181], [0.383, 1.767, 0.828], [-0.468, 1.523, 2.072], [-1.700, 0.776, 1.346], [-1.188, -0.041, 0.333], [1.371, -1.330, -2.127], [1.367, -2.381, -0.904], [2.059, 0.446, -0.508], [1.468, -0.585, 0.876], [-0.127, 1.008, -1.262], [0.098, 2.588, 0.262], [1.560, 1.873, 0.968], [-0.085, 0.666, 2.761], [-0.838, 2.356, 2.478], [-2.422, 1.509, 0.840], [-2.407, 0.254, 2.035], [-1.108, -1.066, 0.462], [0.101, -2.650, -3.263], [-0.781, -2.216, -3.105], [-0.058, -3.281, -2.539]],
  "lowdin_charge": [0.013, -0.232, -0.321, -0.180, -0.135, -0.265, -0.080, 0.050, 0.016, 0.088, 0.127, 0.143, 0.069, 0.142, 0.139, 0.044, 0.122, 0.113, 0.125, -0.088, 0.071, 0.039],
  "smiles": "NC[C@@H]1CCCN1.O",
  "e_homo_ev": -7.8958
}

The computed energies, referenced to the most stable structure and given in kJ/mol, are run A 188.5; run B 0.0.

Run A
{
  "formula": "C5H14N2O",
  "method": "the ωB97M-V functional and the def2-TZVPD basis",
  "symbols": ["C", "C", "O", "C", "C", "N", "C", "N", "H", "H", "H", "H", "H", "H", "H", "H", "H", "H", "H", "H", "H", "H"],
  "xyz": [[0.621, 1.105, 2.281], [0.603, 1.755, 0.887], [0.397, 3.171, 0.838], [-0.450, 1.165, -0.098], [-0.374, -0.380, -0.108], [-1.182, -0.964, -1.170], [-0.837, -2.374, -1.527], [0.552, -2.467, -1.942], [0.660, 0.045, 2.012], [1.525, 1.154, 2.872], [-0.302, 1.364, 2.771], [1.563, 1.557, 0.416], [1.029, 3.633, 1.390], [-1.489, 1.472, 0.081], [-0.183, 1.645, -1.043], [-0.750, -0.763, 0.840], [0.684, -0.631, -0.230], [-1.493, -0.399, -1.940], [-1.103, -3.004, -0.655], [-1.566, -2.647, -2.288], [0.907, -1.537, -2.100], [1.190, -2.900, -1.287]],
  "lowdin_charge": [-0.037, -0.432, -0.050, -0.134, -0.258, -0.087, -0.292, -0.005, 0.058, 0.074, 0.085, 0.129, 0.083, 0.122, 0.115, 0.109, 0.101, 0.096, 0.112, 0.096, 0.054, 0.060],
  "smiles": "C[C@H](O)CCNCN",
  "e_homo_ev": -8.5457
}

Run B
{
  "formula": "C5H14N2O",
  "method": "the ωB97M-V functional and the def2-TZVPD basis",
  "symbols": ["C", "C", "N", "C", "H", "H", "H", "H", "H", "H", "H", "N", "C", "C", "O", "H", "H", "H", "H", "H", "H", "H"],
  "xyz": [[-1.435, 1.937, 1.142], [-2.082, 1.177, 0.252], [-2.490, -0.116, 0.505], [-2.393, -0.993, -0.686], [-1.054, 1.542, 2.070], [-1.330, 3.013, 1.055], [-2.285, 1.616, -0.732], [-2.008, -0.549, 1.299], [-2.978, -1.908, -0.604], [-2.842, -0.343, -1.427], [-1.374, -1.239, -0.945], [3.266, -1.309, 0.475], [2.565, -0.112, 0.002], [1.202, -0.437, -0.558], [0.498, 0.831, -0.920], [4.199, -0.997, 0.720], [3.389, -1.989, -0.252], [3.126, 0.505, -0.719], [2.375, 0.488, 0.886], [0.587, -1.067, 0.146], [1.226, -1.054, -1.455], [-0.161, 1.003, -0.253]],
  "lowdin_charge": [-0.021, -0.296, -0.075, -0.088, 0.057, 0.058, 0.129, 0.126, 0.078, 0.078, 0.051, -0.011, -0.291, -0.236, -0.104, 0.063, 0.054, 0.118, 0.109, 0.117, 0.106, -0.023],
  "smiles": "C=CNC.NCCO",
  "e_homo_ev": -8.5123
}

The computed energies, referenced to the most stable structure and given in kJ/mol, are run A 0.0; run B 68.2.

Run A
{
  "formula": "C5H14N2O",
  "method": "the ωB97M-V functional and the def2-TZVPD basis",
  "symbols": ["N", "C", "C", "C", "C", "C", "N", "H", "H", "H", "H", "H", "H", "H", "H", "H", "H", "H", "H", "O", "H", "H"],
  "xyz": [[-2.475, 2.854, 1.738], [-1.753, 2.340, 0.646], [-1.188, 1.135, 0.559], [-0.457, 0.790, -0.756], [0.350, -0.514, -0.613], [1.694, -0.643, -1.320], [2.637, 0.513, -1.217], [-2.724, 2.123, 2.386], [-3.167, 3.547, 1.471], [-1.763, 2.965, -0.240], [-1.254, 0.387, 1.336], [0.121, 1.696, -0.935], [-1.170, 0.640, -1.567], [0.578, -0.616, 0.456], [-0.314, -1.318, -0.927], [1.499, -0.564, -2.401], [2.211, -1.595, -1.263], [2.028, 1.307, -1.106], [3.286, 0.476, -0.428], [0.706, -5.086, 1.770], [0.113, -4.614, 1.156], [1.041, -5.825, 1.255]],
  "lowdin_charge": [0.028, -0.235, -0.123, -0.216, -0.219, -0.280, -0.012, 0.078, 0.079, 0.114, 0.094, 0.089, 0.106, 0.100, 0.106, 0.098, 0.102, 0.029, 0.061, -0.068, 0.039, 0.028],
  "smiles": "N/C=C/CCCN.O",
  "e_homo_ev": -8.0620
}

Run B
{
  "formula": "C5H14N2O",
  "method": "the ωB97M-V functional and the def2-TZVPD basis",
  "symbols": ["C", "N", "C", "C", "C", "N", "C", "O", "H", "H", "H", "H", "H", "H", "H", "H", "H", "H", "H", "H", "H", "H"],
  "xyz": [[-1.631, 0.017, 1.363], [-1.044, -0.929, 0.506], [-0.490, -0.160, -0.584], [-1.383, 0.078, -1.818], [0.973, -0.728, -0.931], [2.113, -0.164, -0.279], [2.028, 0.285, 1.175], [1.680, 1.602, 1.363], [-2.260, -0.379, 2.202], [-2.459, 0.573, 0.821], [-0.858, 0.770, 1.677], [-1.119, -1.952, 0.462], [-0.216, 0.941, -0.086], [-2.248, 0.859, -1.610], [-1.426, -0.917, -2.181], [-0.920, 0.551, -2.638], [1.101, -0.581, -2.010], [0.907, -1.839, -0.791], [2.448, 0.492, -0.919], [3.025, 0.121, 1.498], [1.209, -0.374, 1.652], [0.572, 1.737, 1.128]],
  "lowdin_charge": [-0.180, -0.115, -0.406, -0.063, -0.213, -0.046, -0.293, -0.121, 0.095, 0.088, 0.062, 0.140, 0.134, 0.121, 0.063, 0.041, 0.107, 0.114, 0.076, 0.098, 0.136, 0.163],
  "smiles": "CN[C@H](C)CNCO",
  "e_homo_ev": -8.2021
}

Run C
{
  "formula": "C5H14N2O",
  "method": "the ωB97M-V functional and the def2-TZVPD basis",
  "symbols": ["C", "C", "O", "C", "C", "N", "C", "N", "H", "H", "H", "H", "H", "H", "H", "H", "H", "H", "H", "H", "H", "H"],
  "xyz": [[-0.371, 2.154, 0.664], [0.872, 1.339, 0.373], [1.706, 1.947, -0.606], [0.644, -0.124, -0.059], [0.390, -0.204, -1.564], [-0.422, -0.668, 0.764], [-0.682, -2.085, 0.761], [-1.845, -2.402, -0.054], [-0.809, 1.849, 1.612], [-0.150, 3.222, 0.743], [-1.155, 2.104, -0.109], [1.437, 1.300, 1.307], [1.497, 2.872, -0.764], [1.538, -0.648, 0.246], [-0.219, 0.648, -1.867], [-0.079, -1.150, -1.854], [1.347, -0.155, -2.074], [-1.239, -0.095, 0.882], [0.248, -2.557, 0.429], [-0.877, -2.409, 1.788], [-2.080, -3.381, -0.118], [-1.757, -1.985, -0.969]],
  "lowdin_charge": [-0.056, -0.400, -0.043, -0.354, -0.039, -0.042, -0.316, 0.007, 0.078, 0.082, 0.089, 0.137, 0.089, 0.134, 0.080, 0.064, 0.076, 0.096, 0.112, 0.106, 0.059, 0.042],
  "smiles": "C[C@H](O)[C@H](C)NCN",
  "e_homo_ev": -8.4294
}

The computed energies, referenced to the most stable structure and given in kJ/mol, are run A 73.5; run B 281.8; run C 0.0.